Record 1
2 unconnected molecules or ions with the total composition C35H43N4S in a non-equilibrium geometry, computed with ωB97M-V/def2-TZVPD.

Largest force on an atom   2.4 eV/Å
Gap between HOMO and LUMO   5.65 eV
Spin multiplicity   1
Net charge   +1
HOMO level   -0.3585 Ha

XYZ file:
```
83
Properties=species:S:1:pos:R:3:lowdin_charge:R:1
C -6.7087 -2.1886 3.3385 -0.1484
C -6.5841 -2.8393 1.9511 -0.1494
C -5.1385 -2.5962 1.5000 -0.1634
N -4.6062 -1.5994 2.4068 -0.0914
C -3.3579 -1.0729 2.2460 -0.1994
C -2.9432 0.1023 2.9404 -0.0019
C -1.7636 0.7327 2.5858 -0.0293
C -0.8844 0.1326 1.6376 -0.2880
C 0.3304 0.7474 1.1437 0.0862
C 1.5692 0.2235 1.5566 -0.2040
C 1.6469 -0.8113 2.5584 0.0321
C 2.8421 -1.4282 2.8625 0.0180
C 4.0209 -1.0886 2.1435 -0.1719
N 5.1808 -1.7715 2.3307 -0.0589
C 5.3860 -2.7152 3.4112 -0.1409
C 6.8445 -3.1882 3.2727 -0.1430
C 7.3344 -2.6813 1.9093 -0.1430
C 6.3291 -1.6063 1.4648 -0.1458
C 3.9701 -0.0113 1.2116 0.0068
C 2.7958 0.6612 0.9725 -0.0421
C -1.2166 -1.1404 1.1080 -0.0292
C -2.4534 -1.6935 1.3442 -0.0061
C -5.5070 -1.2388 3.4836 -0.1546
H -7.6533 -1.6520 3.4511 0.1102
H -6.6564 -2.9537 4.1204 0.1107
H -6.8130 -3.9080 1.9731 0.1111
H -7.2650 -2.3587 1.2415 0.1104
H -4.5584 -3.5313 1.5627 0.1192
H -5.0914 -2.2554 0.4531 0.1281
H -3.5918 0.5380 3.7039 0.1090
H -1.4831 1.6974 3.0175 0.1297
H 0.2983 1.6338 0.5205 0.0961
H 0.7384 -1.1108 3.0840 0.1300
H 2.8839 -2.1995 3.6348 0.1129
H 5.2156 -2.2429 4.3938 0.1347
H 4.6893 -3.5668 3.3313 0.1291
H 7.4356 -2.7442 4.0800 0.1140
H 6.9160 -4.2771 3.3518 0.1154
H 8.3440 -2.2667 1.9534 0.1151
H 7.3273 -3.5001 1.1806 0.1148
H 6.0578 -1.7235 0.4041 0.1314
H 6.7526 -0.5932 1.5764 0.1311
H 4.8783 0.2864 0.6860 0.1118
H 2.7795 1.5309 0.3158 0.1113
H -0.4937 -1.6467 0.4618 0.1304
H -2.7431 -2.6111 0.8308 0.1044
H -5.8159 -0.1840 3.3935 0.1219
H -5.0236 -1.3462 4.4668 0.1256
C -3.7004 3.5246 -1.8164 -0.0538
C -2.4474 2.8827 -1.2203 -0.5733
C -1.5531 3.9565 -0.5983 -0.0369
C -2.8894 1.8673 -0.1852 -0.0564
C -1.6458 2.0955 -2.2767 -0.3071
C -1.3864 2.9248 -3.5098 -0.1337
C -0.6068 2.1549 -4.5386 -0.1196
N 0.4852 1.4322 -3.8856 -0.0332
C 1.5684 0.9277 -4.6104 -0.2360
C 2.4811 0.2640 -3.7874 -0.4564
C 3.6446 -0.2678 -4.3475 -0.0821
C 3.8632 -0.1392 -5.7265 -0.0852
C 2.9283 0.5142 -6.5436 -0.0708
C 1.7614 1.0556 -5.9864 -0.0077
S 1.9139 0.2186 -2.1315 1.0970
C 0.4802 1.1579 -2.5407 -0.5549
N -0.4150 1.5298 -1.6756 0.0711
H -4.3053 2.7783 -2.3463 0.0934
H -4.3225 3.9453 -1.0174 0.0919
H -3.4589 4.3394 -2.5077 0.0804
H -0.5965 3.5206 -0.2914 0.0662
H -1.3480 4.7598 -1.3155 0.0819
H -2.0373 4.3891 0.2858 0.0911
H -2.0107 1.3253 0.1560 0.0380
H -3.3589 2.3515 0.6788 0.0952
H -3.5858 1.1279 -0.6024 0.0997
H -2.2866 1.2427 -2.5863 0.1617
H -2.3414 3.2192 -3.9564 0.1207
H -0.8620 3.8478 -3.2268 0.1306
H -1.2518 1.4425 -5.0752 0.1418
H -0.1871 2.8341 -5.2823 0.1247
H 4.3593 -0.7736 -3.7005 0.1061
H 4.7675 -0.5541 -6.1746 0.1066
H 3.1070 0.6009 -7.6139 0.1083
H 1.0226 1.5607 -6.6119 0.1101
```

=====

Record 2
A molecular structure, C31H33ClEuFIN5OSi in a non-equilibrium geometry, computed with ωB97M-V/def2-TZVPD.

Largest force on an atom   2.7 eV/Å
Gap between HOMO and LUMO (spin up / spin down)   3.18 / 4.74 eV
Spin multiplicity   7
Expectation value of S²   12.049
HOMO level (spin up / spin down)   -0.2190 / -0.2213 Ha
Energy above the lowest of the compared OMol25 structures with the same formula, charge and spin   2.379 eV

XYZ file:
```
75
Properties=species:S:1:pos:R:3:lowdin_charge:R:1
Eu 0.5575 0.6327 0.0963 1.9369
Cl -3.8238 0.5343 5.6256 0.6594
C -2.9504 1.4973 4.4970 -0.6903
C -1.7560 2.2193 4.8550 -0.0743
C -0.8986 2.6854 3.8942 -0.0134
C -1.0906 2.3991 2.5284 -0.3856
O -0.0603 2.3259 1.7811 -0.2071
C -2.4090 1.9951 2.1270 -0.1610
C -2.7733 1.9678 0.7795 -0.0755
N -1.8868 1.7841 -0.1917 0.0025
C -2.2956 1.7676 -1.5373 -0.2134
C -3.6752 1.6372 -1.8733 -0.0097
C -4.0229 1.6082 -3.2298 -0.0807
C -3.0828 1.8072 -4.2433 -0.0438
C -1.7216 1.9387 -3.9185 -0.1616
C -0.7122 2.1725 -4.9052 0.0234
C 0.6032 2.4000 -4.4907 -0.0342
C 0.9297 2.0242 -3.2004 -0.1761
N 0.0072 1.7703 -2.2606 -0.0022
C -1.3182 1.8272 -2.5535 -0.1982
C -3.2941 1.5320 3.1597 -0.0655
H -1.6255 2.3904 5.9483 0.1208
H -0.0154 3.2791 4.2131 0.1299
H -3.8149 2.1494 0.5925 0.1173
H -4.4183 1.4439 -1.1175 0.0965
H -5.0856 1.4436 -3.5042 0.1145
H -3.3953 1.7438 -5.3032 0.1204
H -1.0586 2.2971 -5.9236 0.1158
H 1.4007 2.7583 -5.1638 0.1230
H 1.9851 1.9435 -2.9010 0.0041
H -4.2449 1.1269 2.8439 0.1060
C 3.2500 2.4099 0.5336 -0.2664
Si 3.6086 1.5308 2.1187 0.3172
C 3.4890 2.5917 3.6435 -0.1690
C 5.3104 0.7546 2.0059 -0.1582
N 2.3685 0.3244 2.3100 -0.1418
C 2.2582 -0.4407 3.3879 -0.3489
C 3.1063 -0.4433 4.5554 -0.0645
C 2.8540 -1.3329 5.5599 -0.1279
C 1.8019 -2.2848 5.5429 -0.1220
C 0.9333 -2.3193 4.4381 -0.0517
C 1.1772 -1.4246 3.4145 -0.2106
F 0.2464 -1.4361 2.3782 -0.0666
H 3.9239 3.2852 0.4205 0.0465
H 2.2069 2.8406 0.4896 0.0049
H 3.4970 1.7199 -0.3301 -0.1329
H 4.1475 2.2873 4.4467 0.0188
H 2.4852 2.4658 4.0099 0.0127
H 3.6886 3.6541 3.5362 0.0261
H 6.0951 1.3974 2.3361 0.0159
H 5.5012 0.3792 0.9976 0.0196
H 5.2998 -0.0962 2.6647 0.0154
H 3.9700 0.2200 4.6249 0.0805
H 3.5056 -1.3924 6.4336 0.0966
H 1.7356 -2.9547 6.3846 0.0790
H 0.1179 -3.0470 4.3163 0.1121
N -0.4379 -1.3734 -0.9214 0.0607
C -0.7535 -2.1589 -1.7238 -0.2406
N -1.0431 -3.0576 -2.6240 -0.0737
C 0.0761 -3.5312 -3.4675 -0.1034
C -0.3692 -4.2369 -4.7808 -0.1618
C -1.8699 -4.1702 -5.0789 -0.1902
C -2.7546 -4.4470 -3.8351 -0.1573
C -2.4119 -3.6223 -2.5845 -0.1249
H 0.6809 -4.2352 -2.8583 0.1335
H 0.7160 -2.6706 -3.6568 0.1119
H -0.0286 -5.2665 -4.6830 0.1075
H 0.2711 -3.8029 -5.5408 0.1081
H -2.1230 -4.9302 -5.8490 0.1192
H -2.1095 -3.1809 -5.4880 0.1120
H -2.5157 -5.5016 -3.5425 0.1250
H -3.7979 -4.3648 -4.1276 0.1097
H -2.5672 -4.1868 -1.6741 0.1155
H -3.0758 -2.7547 -2.3887 0.1277
I 3.4824 -0.2990 -2.0186 -0.2414
```

=====

Record 3
A molecular structure, C25H15BrNO2Re in a non-equilibrium geometry, computed with ωB97M-V/def2-TZVPD.

Largest force on an atom   1.0 eV/Å
Gap between HOMO and LUMO   5.37 eV
Spin multiplicity   1
Net charge   +2
HOMO level   -0.5394 Ha
Energy above the lowest of the compared OMol25 structures with the same formula, charge and spin   0.000 eV

XYZ file:
```
45
Properties=species:S:1:pos:R:3:lowdin_charge:R:1
Re -0.6759 -0.5592 -0.4935 1.4179
Br -2.8974 -0.0350 0.7639 0.9941
C -2.2483 -0.7206 2.4317 -0.5103
C -2.9515 -0.5000 3.5924 -0.0522
C -2.5111 -1.1292 4.7594 -0.0137
C -1.4116 -1.9622 4.7332 0.0358
C -0.7032 -2.1760 3.5372 -0.1436
C 0.3760 -3.0907 3.4514 0.0688
C 1.0037 -3.3554 2.2445 -0.0189
C 0.6018 -2.7033 1.0883 -0.0330
C -0.4034 -1.7115 1.1229 -0.2670
C -1.1051 -1.5085 2.3576 -0.2295
H -3.8326 0.1278 3.6049 0.1275
H -3.0546 -0.9743 5.6811 0.1306
H -1.0964 -2.4724 5.6344 0.1371
H 0.6871 -3.6142 4.3474 0.1405
H 1.8122 -4.0720 2.2029 0.1291
H 1.1233 -2.9069 0.1612 0.1078
O 2.8400 -1.1669 -2.0556 0.1808
C 1.7910 -1.3396 -2.5879 -0.3553
N 0.5203 -1.1101 -1.9584 -0.0370
C -0.4909 -1.4414 -2.8274 -0.3847
O -1.6495 -1.2605 -2.3537 -0.0401
C 0.0458 -1.9098 -4.0884 -0.0883
C -0.5591 -2.3519 -5.2515 0.0457
C 0.2841 -2.7394 -6.2871 -0.0122
C 1.6686 -2.6805 -6.1501 0.0012
C 2.2743 -2.2344 -4.9734 0.0433
C 1.4412 -1.8503 -3.9497 -0.0715
H -1.6350 -2.3950 -5.3507 0.1374
H -0.1402 -3.0925 -7.2167 0.1266
H 2.2897 -2.9887 -6.9805 0.1281
H 3.3500 -2.1893 -4.8728 0.1390
C 0.1192 0.7966 0.3202 -0.1206
C 0.7086 1.9146 0.9058 -0.2781
C 2.1003 1.9010 1.1442 0.0050
C 2.6873 2.9990 1.7334 -0.0293
C 1.9070 4.0996 2.0824 -0.0027
C 0.5326 4.1198 1.8450 -0.0312
C -0.0753 3.0350 1.2557 -0.0043
H 2.6898 1.0419 0.8517 0.1282
H 3.7522 3.0100 1.9186 0.1253
H 2.3781 4.9589 2.5417 0.1282
H -0.0506 4.9887 2.1160 0.1249
H -1.1383 3.0376 1.0530 0.1204
```

=====

Record 4
A molecular structure, C33H31IN4O7STi in a non-equilibrium geometry, computed with ωB97M-V/def2-TZVPD.

Largest force on an atom   3.3 eV/Å
Gap between HOMO and LUMO (spin up / spin down)   6.71 / 6.93 eV
Spin multiplicity   2
Expectation value of S²   0.754
Net charge   +1
HOMO level (spin up / spin down)   -0.3674 / -0.3765 Ha
Energy above the lowest of the compared OMol25 structures with the same formula, charge and spin   1.555 eV

XYZ file:
```
78
Properties=species:S:1:pos:R:3:lowdin_charge:R:1
Ti 0.9170 0.1366 -0.2536 0.9414
C 0.3404 -3.1746 3.2148 -0.0644
O 0.5271 -3.7624 1.9436 0.0580
C 0.5611 -2.7023 1.0951 -0.2850
N 0.3770 -1.5261 1.5060 0.1649
C 0.2390 -1.6823 2.9795 -0.2124
C -1.0300 -1.1321 3.5191 -0.2133
C -2.1943 -1.1467 2.7523 -0.0223
C -3.3922 -0.7101 3.3860 -0.0583
C -3.3355 -0.0132 4.6065 -0.0893
C -2.1880 -0.0750 5.3449 -0.0546
C -1.0260 -0.6686 4.8079 -0.0055
C 0.7363 -2.9881 -0.3437 -0.1189
C 0.9037 -4.2653 -0.8754 0.0400
C 0.9900 -4.4160 -2.2536 -0.0266
C 0.8546 -3.3420 -3.1199 0.0663
C 0.7483 -2.0797 -2.4500 -0.1310
N 0.7562 -1.8975 -1.1413 0.0923
C 0.5503 -0.7801 -3.1528 -0.3307
N 0.3560 0.2367 -2.4144 0.0739
C -0.1305 1.2491 -3.4146 -0.2163
C 0.1915 0.6538 -4.7747 -0.0347
O 0.5088 -0.7190 -4.4616 0.0670
C -1.6334 1.4579 -3.2994 -0.1883
C -2.1936 2.7043 -3.0611 -0.0438
C -3.5760 2.8601 -3.0275 -0.0911
C -4.5057 1.8543 -3.3391 -0.0538
C -3.9334 0.5694 -3.4672 -0.0531
C -2.5252 0.3851 -3.4746 -0.0219
H -0.5904 -3.5317 3.6041 0.1338
H 1.1249 -3.4076 3.9033 0.1386
H 1.0762 -1.2083 3.3584 0.1161
H -2.3227 -1.6307 1.7489 0.1327
H -4.4364 -0.7339 2.9365 0.1269
H -4.2906 0.4028 4.8826 0.1045
H -2.0965 0.3333 6.2718 0.0781
H -0.0824 -0.6050 5.3057 0.1240
H 1.0783 -5.1167 -0.1671 0.1504
H 1.1123 -5.4210 -2.6080 0.1169
H 0.9979 -3.4300 -4.2056 0.1374
H 0.3229 2.2633 -3.2956 0.1340
H -0.5856 0.5937 -5.5129 0.1373
H 1.0973 1.0572 -5.2307 0.1430
H -1.5141 3.6026 -2.9487 0.1430
H -3.8999 3.8890 -2.7553 0.1239
H -5.5378 2.0581 -3.3407 0.0939
H -4.5753 -0.3094 -3.6308 0.1130
H -2.1195 -0.5370 -3.7179 0.0924
O -3.0384 1.6868 -0.0860 0.1647
C -1.8648 1.1595 0.3017 -0.3658
O -1.3519 0.1281 -0.2024 -0.0027
C -1.1863 1.7501 1.4488 -0.1792
C -1.7045 2.5120 2.4353 0.0424
C -0.8761 2.8812 3.4985 0.0035
C 0.3944 2.3943 3.5072 0.0374
C 0.8534 1.5922 2.4492 -0.2026
N 0.0940 1.3353 1.3910 0.0725
C 2.1458 0.8996 2.4296 -0.6289
O 2.7093 0.7663 3.4880 0.0983
O 2.4056 0.2484 1.3407 -0.2179
H -3.3652 1.2837 -0.9167 0.1141
H -2.6543 2.9425 2.4066 0.1178
H -1.1673 3.5331 4.3411 0.1391
H 1.0215 2.4860 4.3328 0.1152
I 2.1876 3.8575 0.0512 0.6915
C 1.1889 2.2029 -1.0501 -0.6632
H 1.8575 2.0501 -1.9331 -0.0280
H 0.4163 2.8662 -1.4683 -0.0749
C 5.1143 0.7589 0.0029 -0.2212
S 4.0524 -0.6526 -0.3874 0.9645
C 5.1928 -1.1524 -1.7611 -0.2240
O 2.8661 -0.1295 -1.2177 -0.6167
H 5.9024 0.3684 0.6006 0.0536
H 4.5036 1.4714 0.6155 0.0463
H 5.4119 1.2452 -0.9221 0.0687
H 6.2185 -1.0346 -1.3744 0.0607
H 5.0077 -0.5711 -2.6700 0.0650
H 5.0127 -2.1743 -2.0802 0.0415
```

=====

Record 5
A single C4H5NO molecule, computed with ωB97M-V/def2-TZVPD.

Largest force on an atom   0.9 eV/Å
Gap between HOMO and LUMO   10.56 eV
Spin multiplicity   1
Structure (SMILES)   CC#CC(N)=O
HOMO level   -0.3554 Ha
Energy above the lowest of the compared OMol25 structures with the same formula, charge and spin   2.041 eV

XYZ file:
```
11
Properties=species:S:1:pos:R:3:lowdin_charge:R:1
C -2.2238 -0.0411 0.1354 -0.0725
C -0.9505 0.6444 0.1342 -0.0610
C 0.2396 0.8423 0.2478 0.0420
C 1.2889 -0.1908 0.1729 -0.5928
N 2.3903 0.1580 -0.5315 0.1519
O 1.0987 -1.3026 0.6296 0.0539
H -2.2530 -0.6923 -0.7461 0.0965
H -3.0826 0.6250 0.1359 0.0776
H -2.2268 -0.6798 1.0255 0.0961
H 3.1528 -0.4986 -0.5161 0.1090
H 2.5663 1.1356 -0.6877 0.0994
```